Formula: C2H5FS2
Source: OMol25
Level of theory: the ωB97M-V functional and the def2-TZVPD basis

Relative energy (zero: lowest compared OMol25 entry of this formula, charge and spin): 0.123 eV
Frontier orbital gap (alpha / beta): 7.3 / 6.8 eV
Lowest unoccupied orbital energy (alpha / beta): 0.75 / -2.92 eV
Maximum force: 3.66 eV/A
DFT total energy: -975.2932 Eh
<S²>: 2.006

The geometry in ORCA input format:
```
! RIJCOSX wB97M-V def2-TZVPD def2/J DEFGRID3
* xyz 0 3
C -1.012 -0.459 -0.287
C -0.569 -0.429 1.158
F -0.046 -1.540 1.547
S 1.998 0.448 -1.237
S -0.686 0.840 2.186
H -0.453 0.504 -0.665
H -0.597 -1.385 -0.654
H -2.101 -0.452 -0.355
H 1.417 0.720 -0.096
H 2.050 1.753 -1.598
*
```